(1)
C4H5F3OS | ωB97M-V/def2-TZVPD

```
14
C4H5F3OS ωB97M-V/def2-TZVPD
C -0.97226 -0.02099 2.36993
C 1.12215 0.46348 -2.31124
C -0.90014 -0.66805 0.96741
C 0.07700 0.05782 0.08996
O -0.50726 -0.32024 3.40427
F -1.61207 1.17709 2.22069
F -0.46304 -1.91657 1.17994
F 1.17108 0.13992 0.93382
S 0.36583 -0.96238 -1.38186
H 1.40702 0.04202 -3.32936
H 1.93487 0.69071 -1.68386
H 0.36005 1.09477 -2.62734
H -1.77199 -0.76196 0.42905
H -0.21126 0.98437 -0.26141
```

## Properties
Kohn-Sham gap (alpha / beta) ... 6.9 / 5.4 eV
LUMO (alpha / beta) ... 0.0249 / -0.1546 Eh
HOMO (alpha / beta) ... -6.2175 / -9.6161 eV
Spin multiplicity ... 3

(2)
C4H5FN2 | ωB97M-V/def2-TZVPD

```
12
C4H5FN2 ωB97M-V/def2-TZVPD
C 1.33357 0.67702 -0.57690
C -1.05621 -0.61256 -0.32448
C -0.40093 -0.54019 -1.69105
C -0.34979 0.11962 1.91575
N 0.93811 0.25366 -1.67094
N -0.33363 -0.08252 0.52309
F -0.09379 -1.71259 -2.31703
H 2.08435 1.33181 -0.43842
H -1.11360 -0.00173 -2.25980
H 0.64964 0.11287 2.15402
H -0.88048 -0.66120 2.38744
H -0.77723 1.11582 2.29832
```

## Properties
Kohn-Sham gap (alpha / beta) ... 9.0 / 9.0 eV
LUMO (alpha / beta) ... 0.0168 / 0.0168 Eh
HOMO (alpha / beta) ... -8.5548 / -8.5544 eV

(3)
C4H5FN2 | ωB97M-V/def2-TZVPD

```
12
C4H5FN2 ωB97M-V/def2-TZVPD
C -0.73834 0.25301 0.44563
C -1.33167 1.35688 -0.05289
C 1.05868 -0.14117 -1.32782
C 0.61652 -0.26693 0.15334
N 0.62945 0.70164 -2.09120
N -0.47389 2.17877 -0.78895
F -1.37975 2.98347 -1.50793
H -1.44854 -0.34945 1.09151
H -2.32183 1.53962 -0.15063
H 1.79389 -0.89696 -1.61967
H 1.46535 0.39318 0.51474
H 0.82324 -1.26520 0.52595
```

## Properties
Kohn-Sham gap (alpha / beta) ... 8.4 / 8.7 eV
LUMO (alpha / beta) ... -0.0285 / -0.0097 Eh
HOMO (alpha / beta) ... -9.2206 / -8.9640 eV

Summary of DFT total energy in Ha
-928.2039 -364.6277 -364.5866
(order as listed above)
Summary of energy relative to the best compared isomer or geometry (same formula, charge and spin) in kcal per mole
0.0 110.2 136.0
(order as listed above)